15
Properties=species:S:1:pos:R:3:lowdin_charge:R:1 method="wB97M-V/def2-TZVPD" relative_energy_ev=1.505 total_energy_ha=-324.98367 total_charge=+1 homo_lumo_gap_ev=10.6 smiles=Cc1cc[n+](C)o1
C -0.59429 0.93203 -0.92127 0.0504
C 0.75824 0.62368 -1.10748 0.0586
C -1.00708 0.18990 0.20020 -0.2055
C -2.30032 0.30576 1.01042 0.0405
C 2.26743 -1.08021 0.02972 0.0458
N 1.09790 -0.36391 -0.23786 -0.1020
O -0.01079 -0.60402 0.49057 0.1344
H -1.18000 1.76019 -1.41740 0.1603
H 1.28941 0.92252 -2.00350 0.1605
H -2.64091 1.25441 1.04679 0.0416
H -3.17082 -0.30586 0.52367 0.1451
H -2.29733 -0.08831 2.06791 0.1197
H 2.51741 -0.87177 1.05600 0.1192
H 2.28393 -2.12224 -0.16367 0.1103
H 2.98722 -0.55216 -0.57410 0.1211